1.
Formula: C6H11F2NO
Source: the Open Molecules 2025 dataset
Level of theory: wB97M-V/def2-TZVPD

Results
Gap between HOMO and LUMO (alpha / beta)   6.78 / 9.47 eV
E_LUMO (alpha / beta)   0.914 / -0.698 eV

The geometry in ORCA input format:
```
! RIJCOSX wB97M-V def2-TZVPD def2/J DEFGRID3
* xyz 0 3
C 2.63 -0.74 -0.54
C 2.86 0.16 0.68
C 1.12 -0.65 -0.78
C 1.68 1.07 0.62
C -3.96 -0.22 0.52
C -0.59 0.94 -0.18
N 0.73 0.61 -0.15
O -3.19 -1.34 0.14
F -0.83 2.24 0.16
F -1.16 0.71 -1.41
H 3.17 -0.35 -1.40
H 2.95 -1.77 -0.37
H 2.86 -0.41 1.61
H 3.80 0.70 0.63
H 0.85 -0.63 -1.84
H 0.58 -1.47 -0.30
H -2.54 -1.03 -0.51
H 1.55 1.96 1.20
H -4.42 0.27 -0.34
H -3.35 0.52 1.06
H -4.74 -0.58 1.18
*
```



2.
Formula: C7H7NO2
Source: the Open Molecules 2025 dataset
Level of theory: wB97M-V/def2-TZVPD

Results
SMILES   N=C=C=C/C=C\[C@H](O)C=O
Gap between HOMO and LUMO   7.93 eV
Energy above the lowest of the compared OMol25 structures with the same formula, charge and spin   115.0 kcal/mol
E_LUMO   -0.914 eV

The geometry in ORCA input format:
```
! RIJCOSX wB97M-V def2-TZVPD def2/J DEFGRID3
* xyz 0 1
N -0.67 -2.56 -2.79
C -0.23 -2.05 -1.77
C 0.52 -1.70 -0.82
C 1.32 -1.55 0.23
C 1.35 -0.48 1.24
C 0.66 0.65 1.13
C -0.35 0.97 0.07
O 0.23 1.82 -0.90
C -1.48 1.64 0.89
O -1.48 2.83 1.05
H -1.48 -2.22 -3.20
H 2.11 -2.25 0.45
H 2.17 -0.43 2.06
H 0.64 1.32 1.96
H -0.99 0.24 -0.39
H -0.01 2.68 -0.70
H -2.33 1.09 1.50
*
```



3.
Formula: C14H27N2O8
Source: the Open Molecules 2025 dataset
Level of theory: wB97M-V/def2-TZVPD

Results
Gap between HOMO and LUMO   4.86 eV
Energy above the lowest of the compared OMol25 structures with the same formula, charge and spin   0.0 kcal/mol
E_LUMO   1.741 eV

The geometry in ORCA input format:
```
! RIJCOSX wB97M-V def2-TZVPD def2/J DEFGRID3
* xyz -1 1
C -0.19 3.47 3.52
C 0.55 2.21 3.16
O -0.01 1.15 2.97
O 1.86 2.39 3.05
C 2.73 1.24 3.18
C 3.48 0.93 1.89
C 4.88 1.57 1.82
N 5.34 1.71 0.46
C 5.87 2.90 0.20
O 7.29 3.20 0.96
N 8.26 3.42 0.12
O 9.33 3.58 0.66
H -0.77 3.79 2.66
H -0.90 3.23 4.31
H 0.49 4.26 3.83
H 3.42 1.50 3.98
H 2.11 0.40 3.50
H 2.91 1.27 1.03
H 3.57 -0.15 1.79
H 5.56 0.91 2.39
H 4.85 2.53 2.37
H 5.33 3.81 0.55
H 6.15 3.02 -0.85
O -2.51 3.02 0.99
C -2.75 1.88 0.69
O -2.83 1.57 -0.62
C -2.94 0.22 -1.09
C -4.37 -0.28 -1.07
C -3.05 0.83 1.73
H -2.27 -0.43 -0.52
H -2.56 0.24 -2.11
H -4.77 -0.30 -0.05
H -4.41 -1.29 -1.48
H -5.00 0.37 -1.67
H -4.09 0.96 2.03
H -2.40 1.02 2.58
H -2.90 -0.20 1.41
O -2.99 -1.58 -3.72
C -2.96 -2.78 -3.68
O -2.64 -3.37 -2.51
C -2.67 -4.79 -2.32
C -1.40 -5.46 -2.79
C -3.22 -3.62 -4.91
H -3.56 -5.22 -2.79
H -2.79 -4.90 -1.24
H -1.26 -5.34 -3.87
H -1.43 -6.52 -2.57
H -0.54 -5.02 -2.29
H -2.29 -3.67 -5.48
H -3.96 -3.10 -5.52
H -3.55 -4.63 -4.71
*
```



4.
Formula: C38H98ClF21N7O16P2S3
Source: the Open Molecules 2025 dataset
Level of theory: wB97M-V/def2-TZVPD

Results
Gap between HOMO and LUMO   7.05 eV
E_LUMO   -2.126 eV

The geometry in ORCA input format:
```
! RIJCOSX wB97M-V def2-TZVPD def2/J DEFGRID3
* xyz 1 1
C -0.30 -4.91 -2.51
N -1.20 -5.53 -3.58
C -2.32 -4.59 -3.92
C -0.30 -5.82 -4.79
C -1.70 -6.83 -2.91
C -2.87 -7.60 -3.67
O -4.10 -7.05 -3.57
H 0.19 -4.06 -2.98
H 0.46 -5.52 -2.02
H -0.92 -4.46 -1.73
H -2.66 -5.12 -4.80
H -1.87 -3.62 -4.13
H -3.01 -4.57 -3.07
H -0.11 -4.91 -5.36
H -0.86 -6.49 -5.44
H 0.64 -6.31 -4.53
H -2.09 -6.39 -1.99
H -0.83 -7.40 -2.61
H -2.89 -8.68 -3.50
H -2.47 -7.52 -4.68
H -4.63 -7.72 -4.01
C 4.92 -4.22 2.84
N 3.52 -4.85 2.57
C 2.87 -4.06 1.43
C 3.69 -6.35 2.12
C 2.61 -4.85 3.87
C 2.50 -3.44 4.60
O 1.93 -2.53 3.72
H 5.47 -4.84 3.55
H 4.79 -3.20 3.22
H 5.54 -4.02 1.96
H 1.88 -4.47 1.28
H 3.50 -4.27 0.56
H 2.73 -2.98 1.53
H 2.70 -6.75 1.88
H 4.28 -6.77 2.92
H 4.39 -6.33 1.28
H 3.08 -5.50 4.61
H 1.63 -5.23 3.56
H 3.45 -3.28 5.12
H 1.83 -3.56 5.45
H 0.99 -2.72 3.71
C -5.15 1.38 3.82
N -4.93 0.82 2.40
C -4.92 -0.75 2.59
C -6.20 1.11 1.53
C -3.62 1.33 1.83
C -3.59 2.79 1.35
O -4.49 3.01 0.28
H -4.34 1.10 4.48
H -6.08 0.99 4.22
H -5.24 2.46 3.70
H -4.42 -1.24 1.75
H -5.97 -1.00 2.71
H -4.24 -0.84 3.43
H -5.96 0.64 0.58
H -6.37 2.18 1.43
H -7.06 0.60 1.97
H -3.27 0.65 1.05
H -2.86 1.19 2.59
H -2.57 3.06 1.08
H -3.83 3.45 2.18
H -4.08 2.91 -0.58
C 3.09 4.78 -2.85
N 2.56 6.17 -2.51
C 1.44 6.52 -3.49
C 2.00 6.12 -1.04
C 3.66 7.30 -2.62
C 4.93 7.10 -1.76
O 4.63 7.33 -0.44
H 2.28 4.05 -2.81
H 3.86 4.57 -2.10
H 3.58 4.96 -3.81
H 1.98 6.68 -4.42
H 0.92 7.41 -3.14
H 0.75 5.68 -3.51
H 1.76 7.14 -0.71
H 2.71 5.51 -0.48
H 1.03 5.67 -1.19
H 3.14 8.21 -2.32
H 4.02 7.28 -3.65
H 5.67 7.83 -2.11
H 5.35 6.10 -1.79
H 5.24 8.02 -0.17
C -0.97 -0.65 -7.48
N -1.57 0.44 -6.56
C -3.07 0.25 -6.37
C -0.89 0.42 -5.17
C -1.28 1.83 -7.25
C -1.18 3.11 -6.39
O -2.37 3.13 -5.65
H 0.11 -0.66 -7.37
H -1.24 -0.39 -8.50
H -1.27 -1.67 -7.23
H -3.17 -0.77 -5.98
H -3.54 0.36 -7.35
H -3.39 0.92 -5.58
H -1.06 -0.63 -4.93
H -1.39 1.14 -4.52
H 0.13 0.79 -5.33
H -1.97 1.91 -8.09
H -0.29 1.63 -7.67
H -1.11 3.97 -7.05
H -0.29 3.04 -5.76
H -2.31 3.87 -5.04
C 0.28 1.65 6.61
N -0.03 0.19 6.62
C -0.80 -0.15 5.29
C 1.32 -0.53 6.63
C -0.87 -0.31 7.86
C -0.36 0.21 9.28
O -0.42 1.57 9.38
H 1.07 1.90 7.32
H -0.65 2.21 6.78
H 0.80 1.92 5.69
H -0.93 -1.23 5.32
H -0.02 0.03 4.55
H -1.69 0.47 5.26
H 1.90 -0.26 5.74
H 1.15 -1.60 6.76
H 1.74 -0.28 7.60
H -0.89 -1.39 7.71
H -1.87 0.10 7.75
H 0.60 -0.25 9.52
H -1.11 -0.26 9.92
H 0.38 1.96 9.74
C 1.40 1.72 -0.80
N 0.96 0.59 0.18
C 2.16 -0.04 0.92
C 0.09 1.22 1.31
C 0.04 -0.48 -0.45
C 0.74 -1.33 -1.50
O 0.85 -0.62 -2.64
H 0.59 1.88 -1.51
H 2.22 1.27 -1.36
H 1.63 2.65 -0.29
H 2.74 0.75 1.39
H 2.83 -0.48 0.19
H 1.75 -0.75 1.64
H 0.64 2.08 1.71
H -0.08 0.46 2.07
H -0.86 1.55 0.90
H -0.73 0.08 -0.98
H -0.44 -1.13 0.28
H 0.21 -2.28 -1.64
H 1.66 -1.83 -1.18
H 1.14 -1.17 -3.37
Cl 2.03 -2.32 -5.12
P -3.77 -0.82 -2.41
F -2.77 -1.37 -1.20
F -4.59 0.11 -1.34
F -2.71 0.35 -2.73
F -4.75 -0.18 -3.53
F -3.11 -1.74 -3.56
F -4.93 -1.96 -2.12
P 5.87 -1.26 0.04
F 5.51 -0.93 1.62
F 6.85 -2.51 0.35
F 4.59 -2.20 -0.03
F 6.25 -1.48 -1.47
F 4.92 0.03 -0.39
F 7.17 -0.20 0.12
C -2.14 6.16 -1.29
F -1.22 7.00 -1.69
F -1.88 5.99 0.03
F -3.35 6.64 -1.58
S -1.78 4.52 -2.19
O -1.79 4.80 -3.62
O -0.45 4.08 -1.69
O -2.92 3.71 -1.73
C 2.87 3.18 3.87
F 2.22 3.77 4.84
F 4.12 3.05 4.36
F 2.35 2.00 3.68
S 3.07 4.22 2.27
O 1.67 4.46 1.83
O 3.91 5.35 2.66
O 3.71 3.26 1.36
C -1.34 -4.08 1.18
F -1.08 -5.35 1.50
F -0.22 -3.58 0.60
F -2.47 -3.89 0.44
S -1.67 -3.14 2.91
O -1.52 -1.70 2.64
O -3.04 -3.47 3.31
O -0.52 -3.61 3.69
*
```



5.
Formula: C16H26N6O6PrS
Source: the Open Molecules 2025 dataset
Level of theory: wB97M-V/def2-TZVPD

Results
Gap between HOMO and LUMO (alpha / beta)   5.80 / 5.46 eV
E_LUMO (alpha / beta)   -4.233 / -4.228 eV

The geometry in ORCA input format:
```
! RIJCOSX wB97M-V def2-TZVPD def2/J DEFGRID3
* xyz 1 3
O -0.65 -0.07 -4.15
H -0.86 -0.06 -5.11
Pr -0.40 0.31 -1.22
N -0.34 2.45 0.27
N 0.85 2.28 -1.87
N -1.86 -1.02 0.48
N -1.28 -1.94 -1.90
O -1.13 2.48 1.31
O -2.21 -0.67 1.81
O -0.92 -2.53 -3.13
O 1.59 1.23 -2.28
C 1.44 3.17 -1.02
C 0.71 3.34 0.19
C -2.14 -2.31 0.27
C -1.75 -2.84 -1.02
C 1.11 4.27 1.28
H 1.45 3.72 2.17
H 0.26 4.91 1.57
H 1.92 4.92 0.94
C 2.75 3.76 -1.35
H 2.76 4.07 -2.41
H 3.54 3.00 -1.22
H 2.99 4.62 -0.72
C -2.80 -3.17 1.31
C -1.87 -4.30 -1.34
H -3.40 -2.56 2.00
H -2.06 -3.75 1.88
H -3.44 -3.90 0.80
H -1.19 -4.57 -2.15
H -2.90 -4.55 -1.65
H -1.65 -4.91 -0.45
H -1.99 0.27 1.89
H -0.84 -1.75 -3.75
C -1.55 0.96 -3.48
H -0.92 1.75 -3.02
H -2.26 0.43 -2.80
H -2.19 1.47 -4.21
O -3.34 2.27 -0.48
H -3.95 1.60 -0.12
H -2.69 2.44 0.27
N 2.08 -1.56 -1.49
C 2.06 -1.42 -0.11
N 1.30 -0.54 0.51
C 1.49 -0.58 1.90
C 0.86 0.24 2.84
C 1.20 0.10 4.19
C 2.16 -0.84 4.58
C 2.79 -1.66 3.64
C 2.44 -1.54 2.30
S 3.05 -2.44 0.90
H 2.74 -2.29 -1.77
H 2.18 -0.67 -2.00
H 0.15 0.98 2.49
H 0.71 0.72 4.93
H 2.44 -0.94 5.63
H 3.55 -2.40 3.90
*
```



6.
Formula: CHF3NO2S
Source: the Open Molecules 2025 dataset
Level of theory: wB97M-V/def2-TZVPD

Results
Gap between HOMO and LUMO   7.74 eV
Energy above the lowest of the compared OMol25 structures with the same formula, charge and spin   48.7 kcal/mol
E_LUMO   3.490 eV

The geometry in ORCA input format:
```
! RIJCOSX wB97M-V def2-TZVPD def2/J DEFGRID3
* xyz -1 1
C -2.30 0.03 0.01
N 3.90 -1.11 -0.22
O 3.51 1.38 -0.01
O 1.47 -0.18 0.03
F -2.89 -1.11 -0.28
F -2.74 0.24 1.23
F -2.78 0.96 -0.86
S 2.98 -0.02 -0.04
H -1.14 -0.18 0.14
*
```



Number 1: DFT total energy -15368.8257 eV, M 151.2 g mol⁻¹. Number 2: DFT total energy -12952.6096 eV, M 137.1 g mol⁻¹. Number 3: DFT total energy -34313.7181 eV, M 351.4 g mol⁻¹. Number 4: DFT total energy -204858.2593 eV, M 1501.8 g mol⁻¹. Number 5: DFT total energy -63133.4163 eV, M 571.4 g mol⁻¹. Number 6: DFT total energy -25625.6789 eV, M 148.1 g mol⁻¹.